Entry 1:
The following is a quantum chemistry calculation of a molecular structure, C48H33ClGeI2N4O2W, from the Open Molecules 2025 dataset.

Calculated values
Orbital gap (eV): 6.084
Calculated total energy (eV): -147420.507
HOMO level (eV): -12.835
Total charge: +2
Max |F| (eV Å⁻¹): 0.8

Structure (XYZ):
```
92
C48H33ClGeI2N4O2W (the ωB97M-V functional and the def2-TZVPD basis)
W -0.510 -0.082 0.177
Cl 3.369 3.142 -5.339
C 2.531 2.578 -3.948
C 2.054 3.501 -3.014
C 1.373 3.088 -1.882
C 1.184 1.726 -1.698
O 0.543 1.246 -0.625
C 1.651 0.789 -2.624
C 1.452 -0.612 -2.382
N 0.809 -1.150 -1.391
C 0.743 -2.573 -1.361
C 0.993 -3.426 -2.408
C 0.919 -4.820 -2.211
C 0.589 -5.339 -0.990
C 0.282 -4.481 0.090
C -0.108 -4.947 1.366
C -0.427 -4.039 2.333
C -0.374 -2.669 2.034
N 0.016 -2.191 0.865
C 0.348 -3.090 -0.110
C 2.337 1.223 -3.763
H 2.227 4.554 -3.188
H 1.001 3.797 -1.156
H 1.937 -1.262 -3.107
H 1.236 -3.070 -3.398
H 1.129 -5.475 -3.044
H 0.541 -6.409 -0.838
H -0.163 -6.012 1.554
H -0.746 -4.340 3.320
H -0.704 -1.959 2.778
H 2.719 0.515 -4.487
I -4.412 -2.042 2.380
C -4.220 -2.139 0.326
C -5.229 -2.768 -0.446
C -5.139 -2.855 -1.809
I -6.663 -3.801 -2.854
C -4.012 -2.297 -2.487
C -3.804 -2.323 -3.882
C -2.680 -1.753 -4.415
C -1.751 -1.150 -3.550
N -1.910 -1.092 -2.248
C -3.019 -1.659 -1.717
C -3.138 -1.599 -0.306
O -2.121 -1.047 0.369
H -6.083 -3.188 0.068
H -4.538 -2.800 -4.518
H -2.498 -1.758 -5.480
H -0.852 -0.695 -3.957
C -2.624 3.070 -2.151
C -3.118 3.935 -1.181
C -2.984 3.601 0.149
C -2.375 2.398 0.494
N -1.902 1.564 -0.446
C -2.008 1.910 -1.742
C -2.154 1.922 1.853
C -2.899 2.427 2.912
C -2.743 1.913 4.185
C -1.824 0.900 4.383
C -1.073 0.411 3.321
C -1.206 0.887 2.009
H -2.700 3.294 -3.205
H -3.587 4.868 -1.465
H -3.325 4.269 0.925
H -1.587 1.221 -2.456
H -3.632 3.203 2.738
H -3.334 2.292 5.007
H -1.677 0.485 5.371
H -0.350 -0.349 3.575
Ge 1.627 0.136 1.828
C 1.757 1.938 2.535
C 1.659 2.134 3.913
C 1.833 3.397 4.461
C 2.097 4.480 3.635
C 2.205 4.293 2.264
C 2.041 3.028 1.721
C 3.423 -0.234 1.088
C 4.379 0.215 2.013
C 5.738 0.087 1.775
C 6.185 -0.492 0.597
C 5.260 -0.956 -0.321
C 3.900 -0.831 -0.071
H 1.462 -0.853 2.987
H 1.456 1.302 4.577
H 1.767 3.534 5.532
H 2.233 5.465 4.060
H 2.435 5.133 1.621
H 2.176 2.896 0.655
H 4.073 0.689 2.939
H 6.446 0.445 2.509
H 7.245 -0.588 0.404
H 5.597 -1.430 -1.234
H 3.226 -1.253 -0.793
```

Atomic partial charges in e from the Löwdin method, atoms 1 to 8: W 1.755; Cl 0.748; C -0.645; C -0.041; C 0.024; C -0.287; O -0.290; C -0.128

---

Entry 2:
The following is a quantum chemistry calculation of a molecular structure, C48H33N7O5P2Se2Ti, from the Open Molecules 2025 dataset.

Calculated values
Orbital gap (spin up / spin down) (eV): 5.581 / 5.326
Calculated total energy (eV): -243370.501
HOMO level (spin up / spin down) (eV): -1.742 / -2.157
Multiplicity: 3
Total charge: -2
Max |F| (eV Å⁻¹): 0.1

Structure (XYZ):
```
98
C48H33N7O5P2Se2Ti (the ωB97M-V functional and the def2-TZVPD basis)
Ti -0.500 0.391 0.004
C -4.194 4.505 0.321
C -3.150 4.869 1.163
C -2.177 3.951 1.523
C -2.241 2.629 1.064
C -3.287 2.276 0.214
C -4.242 3.205 -0.163
N -1.233 1.686 1.348
C -0.503 1.798 2.530
C -0.979 2.263 3.756
C -0.142 2.288 4.864
C 1.172 1.836 4.780
C 1.658 1.347 3.577
C 0.826 1.338 2.464
N 1.150 0.829 1.214
N 2.380 0.434 1.006
C 2.434 -0.289 -0.140
C 3.658 -0.798 -0.606
C 3.666 -1.577 -1.733
C 2.462 -1.860 -2.390
C 1.299 -1.325 -1.888
N 1.276 -0.536 -0.801
H -4.942 5.231 0.029
H -3.074 5.889 1.525
H -1.346 4.266 2.140
H -3.348 1.272 -0.185
H -5.011 2.895 -0.860
H -2.003 2.604 3.837
H -0.525 2.657 5.809
H 1.808 1.845 5.657
H 2.661 0.955 3.481
H 4.553 -0.568 -0.047
H 4.599 -1.982 -2.106
H 2.422 -2.487 -3.268
H 0.342 -1.545 -2.339
O -1.170 0.168 -5.904
C -1.251 0.322 -4.711
C -1.586 -0.787 -3.685
O -1.461 -1.978 -3.870
C -1.881 -0.057 -2.407
C -1.095 1.194 -2.553
O -0.619 1.692 -1.453
C -0.833 1.549 -3.914
O -0.279 2.553 -4.377
O -1.551 -0.618 -1.177
Se -0.709 -5.263 5.010
P -2.000 -3.911 4.026
C -3.409 -4.808 3.315
C -3.529 -4.878 1.934
C -4.579 -5.572 1.346
C -5.507 -6.218 2.145
C -5.358 -6.205 3.529
C -4.307 -5.519 4.111
C -2.551 -2.643 5.219
C -3.603 -2.835 6.108
C -3.850 -1.910 7.112
C -3.049 -0.785 7.238
C -2.006 -0.580 6.346
C -1.757 -1.502 5.342
C -1.310 -2.918 2.703
C -1.825 -1.918 1.867
N -0.732 -1.340 1.317
N 0.368 -1.950 1.763
N 0.042 -2.888 2.602
P -3.407 -1.178 1.330
Se -3.794 0.328 -2.789
C -4.555 -1.363 2.755
C -4.537 -0.293 3.654
C -5.437 -0.226 4.704
C -6.392 -1.221 4.863
C -6.423 -2.288 3.978
C -5.510 -2.360 2.934
C -4.050 -2.319 0.057
C -5.408 -2.305 -0.253
C -5.894 -3.019 -1.337
C -5.023 -3.730 -2.150
C -3.664 -3.719 -1.872
C -3.182 -3.023 -0.775
H -2.808 -4.377 1.307
H -4.670 -5.573 0.266
H -6.338 -6.748 1.694
H -6.060 -6.742 4.155
H -4.162 -5.566 5.182
H -4.245 -3.698 6.021
H -4.681 -2.066 7.789
H -3.245 -0.063 8.022
H -1.381 0.300 6.418
H -0.935 -1.333 4.657
H -3.814 0.504 3.509
H -5.398 0.609 5.393
H -7.106 -1.166 5.676
H -7.159 -3.075 4.096
H -5.557 -3.194 2.246
H -6.095 -1.714 0.343
H -6.952 -2.989 -1.567
H -5.397 -4.256 -3.020
H -2.964 -4.214 -2.533
H -2.116 -2.992 -0.592
```

Atomic partial charges in e from the Löwdin method, atoms 1 to 8: Ti 1.134; C -0.117; C -0.110; C -0.044; C -0.271; C -0.067; C -0.086; N -0.045

---

Entry 3:
The following is a quantum chemistry calculation of a molecular structure, C48H34BBr3KN9O2, from the Open Molecules 2025 dataset.

Calculated values
Orbital gap (eV): 4.883
Calculated total energy (eV): -294969.284
HOMO level (eV): -1.222
Total charge: -2
Max |F| (eV Å⁻¹): 1.0

Structure (XYZ):
```
98
C48H34BBr3KN9O2 (the ωB97M-V functional and the def2-TZVPD basis)
K 0.574 1.365 -1.022
C 3.226 5.600 3.658
C 3.801 6.229 2.544
C 3.808 5.613 1.301
C 3.223 4.359 1.194
C 3.038 3.429 0.067
N 3.534 3.673 -1.149
C 3.366 2.855 -2.193
C 4.002 3.073 -3.504
C 4.868 4.045 -3.985
C 5.283 3.953 -5.305
C 4.840 2.906 -6.127
C 3.978 1.933 -5.642
C 3.563 2.029 -4.321
C 2.684 1.198 -3.481
N 2.071 0.092 -3.923
C 1.428 -0.767 -3.128
N 1.396 -0.778 -1.776
C 0.691 -1.842 -1.349
N 0.478 -2.216 -0.080
C 0.757 -1.433 0.966
N 1.030 -0.114 0.968
C 1.264 0.299 2.228
N 1.665 1.501 2.643
C 2.143 2.440 1.817
N 2.365 2.340 0.494
C 2.652 3.734 2.301
C 2.648 4.344 3.547
C 1.079 -0.836 3.152
C 1.172 -0.961 4.530
C 0.941 -2.211 5.088
C 0.639 -3.317 4.280
C 0.554 -3.189 2.900
C 0.769 -1.934 2.351
C 0.215 -2.612 -2.512
C -0.564 -3.753 -2.630
C -0.863 -4.204 -3.907
C -0.399 -3.519 -5.039
C 0.372 -2.373 -4.917
C 0.677 -1.930 -3.638
N 2.612 1.745 -2.254
H 3.230 6.107 4.616
H 4.244 7.212 2.659
H 4.246 6.088 0.433
H 5.199 4.848 -3.339
H 5.956 4.700 -5.709
H 5.176 2.863 -7.156
H 3.626 1.122 -6.267
H 2.197 3.847 4.396
H 1.419 -0.101 5.140
H 1.003 -2.338 6.162
H 0.468 -4.282 4.743
H 0.323 -4.030 2.260
H -0.936 -4.255 -1.746
H -1.475 -5.089 -4.035
H -0.666 -3.885 -6.024
H 0.715 -1.823 -5.783
Br -1.532 3.648 2.081
C -1.372 3.561 0.134
Br -0.171 4.900 -0.593
H -2.353 3.698 -0.301
H -0.986 2.594 -0.145
Br -3.573 3.449 -5.494
C -3.036 2.131 -4.206
C -3.992 1.161 -3.787
C -3.684 0.321 -2.780
C -2.249 0.360 -2.270
N -1.714 1.741 -2.235
C -2.074 2.483 -3.251
H -4.983 1.156 -4.231
H -4.409 -0.376 -2.380
H -1.626 -0.245 -2.964
H -1.617 3.472 -3.311
C -3.099 -3.874 5.143
C -3.407 -4.046 3.656
C -4.917 -4.249 3.483
C -2.683 -5.308 3.171
C -2.968 -2.834 2.830
C -2.532 -1.650 3.422
C -2.188 -0.520 2.669
C -2.297 -0.633 1.310
O -2.013 0.311 0.361
B -2.260 -0.316 -0.868
O -2.692 -1.643 -0.661
C -2.707 -1.803 0.699
C -3.047 -2.912 1.429
H -3.350 -4.794 5.678
H -3.682 -3.065 5.587
H -2.041 -3.666 5.308
H -5.261 -5.108 4.067
H -5.166 -4.428 2.437
H -5.467 -3.365 3.812
H -2.990 -6.167 3.774
H -1.604 -5.196 3.255
H -2.914 -5.533 2.129
H -2.449 -1.584 4.496
H -1.835 0.394 3.126
H -3.366 -3.814 0.923
```

Atomic partial charges in e from the Löwdin method, atoms 1 to 8: K 0.729; C -0.111; C -0.111; C -0.033; C -0.124; C -0.331; N 0.189; C -0.291